ORCA calculation (the ωB97M-V functional and the def2-TZVPD basis) on 6 unconnected molecules or ions with the total composition C15H45N9O6.

SMILES: COC[C@H](C)N.COC[C@H](C)N.COC[C@H](C)N.NC(N)=O.NC(N)=O.NC(N)=O
energy relative to the best compared isomer or geometry (same formula, charge and spin): 105.86 kcal per mole
LUMO: 0.0062 Eh
orbital gap: 9.208 eV

Each line ends with the Löwdin charge.
Element x y z (Å)
C1 13.18789 7.95534 15.42014  -0.029
C2 12.34550 7.34680 14.21362  -0.419
C3 12.71717 7.83536 12.78242  -0.180
O1 12.82966 9.22428 12.74462  -0.240
C4 13.54507 9.73544 11.65538  -0.088
N1 12.66970 5.95174 14.29538  0.027
H1 14.19855 7.55744 15.51146  0.078
H2 12.63685 7.66652 16.31514  0.075
H3 13.23295 9.03902 15.31196  0.058
H4 11.28091 7.51562 14.37566  0.132
H5 11.96186 7.41686 12.11724  0.130
H6 13.69650 7.46384 12.48080  0.128
H7 14.59700 9.57596 11.89228  0.099
H8 13.53468 10.82522 11.63684  0.074
H9 13.25132 9.45394 10.64416  0.100
H10 13.63899 6.19268 14.14532  0.057
H11 12.42399 5.53792 13.40742  0.069
C5 7.77617 10.70304 7.46072  -0.058
C6 8.95544 10.21372 8.29668  -0.431
C7 9.52057 11.41428 9.14449  -0.142
O2 8.64416 11.58896 10.29252  -0.229
C8 9.07834 12.34564 11.35750  -0.138
N2 8.61249 8.96118 9.00104  0.047
H12 7.32061 9.87748 6.91390  0.075
H13 8.04098 11.48684 6.75104  0.080
H14 7.06478 11.00878 8.22788  0.079
H15 9.89791 9.92174 7.83342  0.123
H16 9.61745 12.41948 8.73424  0.127
H17 10.44823 11.05444 9.58952  0.105
H18 8.18657 12.64696 11.90710  0.079
H19 9.56132 13.25036 10.98826  0.091
H20 9.77261 11.80070 11.99712  0.072
H21 9.25579 8.98744 9.77924  0.058
H22 7.72601 9.15682 9.44374  0.063
C9 8.54788 13.41136 14.96592  -0.041
C10 8.86342 12.50536 16.20836  -0.406
C11 7.62804 12.08348 17.11678  -0.206
O3 8.05266 11.48052 18.29494  -0.190
C12 7.06629 11.39252 19.25590  -0.123
N3 9.54279 11.34680 15.82344  0.028
H23 7.84794 12.97498 14.25336  0.059
H24 9.43101 13.51642 14.33572  0.057
H25 7.96801 14.30616 15.19214  0.080
H26 9.54404 13.10130 16.81638  0.136
H27 6.87740 11.41504 16.69508  0.126
H28 7.06489 12.99810 17.30238  0.115
H29 7.28338 11.00976 20.25314  0.096
H30 6.16752 10.97080 18.80594  0.089
H31 6.81909 12.43390 19.46212  0.083
H32 9.91010 10.82308 16.60506  0.099
H33 8.98493 10.78642 15.19506  0.099
C13 14.29828 15.50102 12.35578  -0.826
O4 14.21404 16.39478 11.53618  0.020
N4 14.83994 15.70180 13.50700  0.183
N5 13.92581 14.32698 12.04458  0.187
H34 15.15402 16.61375 13.80668  0.121
H35 15.00988 15.07118 14.27740  0.104
H36 13.73788 14.11508 11.07512  0.132
H37 13.73329 13.69102 12.80522  0.051
C14 17.48728 12.09856 12.63368  -0.790
O5 18.50256 12.51552 12.15562  0.039
N6 17.36308 11.82240 13.94590  0.151
N7 16.33701 12.14472 12.05942  0.175
H38 18.18851 11.68572 14.51166  0.111
H39 16.42729 11.63586 14.27694  0.073
H40 15.99364 12.48450 11.17244  0.125
H41 15.70215 11.90664 12.80800  0.041
C15 12.91634 12.19950 14.04230  -0.855
O6 14.09163 12.01608 13.94094  0.036
N8 11.98916 11.36008 13.87698  0.215
N9 12.42017 13.26568 14.53244  0.189
H42 11.07486 11.50582 14.28062  0.072
H43 12.32254 10.47254 13.52884  0.053
H44 11.48807 13.16502 14.90814  0.092
H45 13.12045 13.81026 15.01528  0.124

ORCA calculation (the ωB97M-V functional and the def2-TZVPD basis) on 7 unconnected molecules or ions with the total composition C15H45O7.

charge: +1
energy relative to the best compared isomer or geometry (same formula, charge and spin): 47.68 kcal per mole
LUMO: -0.0783 Eh
orbital gap: 10.209 eV

Each line ends with the Löwdin charge.
Element x y z (Å)
O1 0.25145 0.31247 -0.32803  0.245
H1 0.80816 0.98689 0.06801  0.065
H2 0.41814 -0.52496 0.11073  0.110
H3 0.48080 0.21476 -1.25509  0.090
C1 0.70291 -3.51420 -0.44679  -0.081
C2 1.40189 -2.86209 -1.58937  -0.293
O2 0.71084 -1.68531 -2.05337  -0.086
H4 1.24128 -4.40538 -0.12423  0.094
H5 -0.27455 -3.83325 -0.80860  0.073
H6 0.60036 -2.80710 0.37637  0.067
H7 1.57195 -3.57762 -2.39386  0.126
H8 2.37036 -2.64725 -1.13768  0.097
H9 0.24658 -1.94790 -2.85156  0.102
C3 2.74805 0.04176 -4.38396  -0.062
C4 2.56402 0.90400 -3.13548  -0.311
O3 1.21174 1.15256 -2.92958  -0.093
H10 2.25379 0.45135 -5.26488  0.080
H11 2.35379 -0.95844 -4.20443  0.065
H12 3.77306 -0.13003 -4.71250  0.082
H13 3.08268 1.86204 -3.17084  0.116
H14 2.92438 0.34586 -2.27136  0.104
H15 0.86423 1.54238 -3.73511  0.108
C5 -0.26729 3.71410 -0.58803  -0.047
C6 1.28194 3.54055 -0.55626  -0.248
O4 1.66435 2.40945 0.23573  -0.106
H16 -0.70177 3.81923 0.40609  0.067
H17 -0.78083 2.85774 -1.02509  0.067
H18 -0.36960 4.63412 -1.16352  0.084
H19 1.76730 4.41894 -0.13087  0.121
H20 1.63040 3.45011 -1.58510  0.096
H21 2.51079 2.52603 0.67338  0.109
C7 -4.95745 -0.38575 -1.53778  -0.076
C8 -4.30152 -1.61705 -0.94820  -0.451
C9 -2.72589 -1.47343 -0.99639  -0.026
O5 -4.72020 -1.62309 0.40579  -0.063
H22 -6.02403 -0.25516 -1.35480  0.083
H23 -4.78991 -0.35632 -2.61442  0.078
H24 -4.49885 0.54086 -1.19256  0.078
H25 -4.74541 -2.48474 -1.43625  0.134
H26 -2.14193 -2.38381 -0.86115  0.055
H27 -2.40341 -0.79833 -0.20371  0.055
H28 -2.35936 -1.05199 -1.93241  0.071
H29 -5.64239 -1.88293 0.34533  0.090
C10 2.27207 0.18082 2.90268  -0.025
C11 3.17398 -0.65569 1.92051  -0.446
C12 3.30078 -2.09979 2.42348  -0.058
O6 2.58596 -0.77567 0.66430  -0.069
H30 1.36188 -0.36180 3.15803  0.072
H31 1.84934 1.08984 2.47482  0.048
H32 2.76065 0.37549 3.85742  0.088
H33 4.16241 -0.19718 1.89087  0.139
H34 2.38653 -2.68356 2.53061  0.078
H35 3.65731 -2.09904 3.45352  0.082
H36 3.94359 -2.76338 1.84508  0.080
H37 3.27487 -0.83572 -0.00159  0.098
C13 -3.12458 0.73114 3.27602  -0.050
C14 -1.96825 1.17506 2.45020  -0.514
C15 -1.08477 2.16073 3.17409  -0.048
O7 -1.22666 0.01787 2.13832  -0.072
H38 -3.79999 0.18782 2.61517  0.080
H39 -3.64591 1.65383 3.53086  0.090
H40 -2.89379 0.18890 4.19297  0.101
H41 -2.31555 1.59590 1.50660  0.134
H42 -0.70617 1.79661 4.12915  0.092
H43 -1.64435 3.05635 3.44398  0.087
H44 -0.26757 2.50581 2.54068  0.056
H45 -1.78263 -0.76341 2.18411  0.086

ORCA calculation (the ωB97M-V functional and the def2-TZVPD basis) on 5 unconnected molecules or ions with the total composition C15H46NO21P5S.

LUMO: 0.0169 Eh
orbital gap: 9.531 eV

Each line ends with the Löwdin charge.
Element x y z (Å)
C1 -6.22471 5.17946 2.08971  -0.067
C2 -5.88275 6.23785 1.04433  -0.235
O1 -5.01087 5.79860 0.00153  -0.134
C3 -5.34873 4.59460 -0.59641  -0.286
O2 -4.58629 3.48828 -0.09665  -0.329
S1 -3.01911 3.85668 0.19458  0.844
O3 -2.49421 4.40362 -1.03010  -0.360
O4 -2.35930 2.37805 0.26838  -0.557
P1 -2.27387 1.57666 1.77790  0.725
N1 -1.67261 2.69929 2.87179  -0.147
O5 -0.99385 0.60620 1.56214  -0.260
H1 -7.05680 4.56090 1.74767  0.075
H2 -6.48993 5.64164 3.03696  0.079
H3 -5.39118 4.48703 2.20641  0.069
H4 -6.77781 6.70537 0.62321  0.121
H5 -5.33997 7.04114 1.54362  0.119
H6 -5.14608 4.69192 -1.66495  0.132
H7 -6.40587 4.34962 -0.48877  0.143
H8 -1.51342 3.64216 2.54148  0.029
H9 -2.19626 2.68573 3.73462  0.035
H10 -1.15108 0.00568 0.81832  0.041
C4 -3.91969 1.78754 -2.52055  -0.068
O6 -3.58466 1.93654 -3.92239  -0.187
P2 -4.77567 2.08993 -4.95675  0.381
O7 -5.60327 0.87519 -4.98283  -0.236
O8 -3.82644 2.23829 -6.24953  -0.253
C5 -3.24135 1.06337 -6.80677  -0.098
O9 -5.65495 3.38129 -5.19664  -0.219
C6 -5.98315 3.78190 -6.53401  -0.084
H11 -3.03692 2.02414 -1.94417  0.056
H12 -4.72370 2.45694 -2.23710  0.067
H13 -4.21380 0.75531 -2.32951  0.096
H14 -3.81953 0.17556 -6.55147  0.081
H15 -2.21821 0.95239 -6.44581  0.086
H16 -3.22712 1.18221 -7.88892  0.086
H17 -6.33461 2.92759 -7.10947  0.094
H18 -5.12987 4.24356 -7.02276  0.087
H19 -6.78158 4.51384 -6.44051  0.090
C7 0.33884 -4.55939 0.73951  -0.078
O10 -1.03518 -4.80374 0.33418  -0.204
P3 -2.17177 -3.87114 0.92361  0.387
O11 -2.27548 -4.03078 2.38045  -0.234
O12 -3.37044 -4.58482 0.11668  -0.256
C8 -3.87187 -5.83055 0.59782  -0.096
O13 -2.51057 -2.37952 0.49347  -0.238
C9 -3.88049 -1.98532 0.32117  -0.082
H20 0.97979 -5.04556 0.01146  0.082
H21 0.57589 -3.49997 0.75450  0.060
H22 0.50258 -4.99206 1.72492  0.093
H23 -3.67263 -5.95089 1.66241  0.082
H24 -3.41688 -6.65197 0.04344  0.086
H25 -4.94775 -5.84010 0.43133  0.086
H26 -4.48981 -2.31494 1.16006  0.097
H27 -4.28598 -2.36678 -0.61167  0.089
H28 -3.87896 -0.89716 0.28585  0.066
C10 2.13204 -2.69804 -3.13875  -0.076
O14 2.49356 -1.62913 -2.23712  -0.201
P4 3.42105 -1.97367 -0.99123  0.391
O15 2.72165 -2.90014 -0.08573  -0.234
O16 3.47730 -0.46651 -0.43753  -0.246
C11 2.35082 0.03423 0.28530  -0.092
O17 4.96813 -2.26036 -1.00948  -0.208
C12 5.81150 -1.69443 0.00845  -0.078
H29 1.79962 -2.24075 -4.06603  0.088
H30 2.97886 -3.34971 -3.34985  0.089
H31 1.32130 -3.28172 -2.70529  0.087
H32 1.76707 -0.77344 0.72542  0.072
H33 1.71939 0.62054 -0.38305  0.087
H34 2.71707 0.67863 1.08162  0.090
H35 5.37266 -1.84262 0.99286  0.091
H36 5.97871 -0.63688 -0.17647  0.084
H37 6.76311 -2.21614 -0.04709  0.097
C13 7.50007 -3.83904 5.12122  -0.077
O18 8.22875 -2.59637 5.24117  -0.203
P5 8.46327 -1.73476 3.92722  0.378
O19 9.30886 -2.46290 2.97020  -0.237
O20 9.25920 -0.54838 4.66773  -0.253
C14 10.62991 -0.75022 5.01069  -0.094
O21 7.40111 -0.83823 3.17876  -0.224
C15 7.77792 0.45995 2.69574  -0.078
H38 7.15541 -4.10871 6.11512  0.087
H39 6.63769 -3.73735 4.46387  0.087
H40 8.16339 -4.61204 4.73789  0.091
H41 11.08650 -1.51053 4.37791  0.082
H42 10.71034 -1.04526 6.05724  0.087
H43 11.14878 0.19557 4.86566  0.087
H44 8.72634 0.40561 2.16470  0.096
H45 7.83924 1.17523 3.51077  0.088
H46 6.98930 0.76620 2.01235  0.085